{
  "formula": "C17H12CrN3O6S2",
  "method": "wB97M-V/def2-TZVPD",
  "multiplicity": 5,
  "s_squared": 6.012,
  "de_lowest_ev": 0.000,
  "orbital_gap_ev": [6.95, 7.64],
  "homo_ev": [-4.7, -5.4],
  "charge": -1,
  "mol_weight_g_mol": 470.4,
  "species": ["Cr", "O", "C", "O", "C", "C", "C", "C", "C", "N", "C", "O", "O", "H", "H", "H", "O", "C", "C", "C", "C", "C", "C", "C", "O", "N", "N", "C", "S", "C", "C", "S", "H", "H", "H", "H", "H", "H", "H", "H", "H"],
  "xyz": [[-0.2707, 1.4717, -0.0997], [0.9784, 3.5763, 3.1989], [0.7279, 3.0636, 2.1179], [-0.1468, 2.1666, 1.8421], [1.5527, 3.4900, 0.8969], [2.5698, 4.4270, 0.8622], [3.1872, 4.6750, -0.3599], [2.7847, 3.9960, -1.5068], [1.7599, 3.0753, -1.3904], [1.1893, 2.8614, -0.2137], [1.1484, 2.2287, -2.5097], [1.6120, 2.3307, -3.6356], [0.1983, 1.4704, -2.1035], [2.8508, 4.9344, 1.7741], [3.9871, 5.4032, -0.4197], [3.2372, 4.1611, -2.4743], [-2.1759, -3.7918, 0.4500], [-3.2611, -3.0504, 0.1779], [-4.4903, -3.7093, 0.0974], [-5.6471, -3.0071, -0.1774], [-5.6072, -1.6304, -0.3784], [-4.3926, -0.9754, -0.2989], [-3.2099, -1.6592, -0.0231], [-1.9440, -0.8798, 0.0450], [-1.9936, 0.3769, -0.1185], [-0.8427, -1.5755, 0.2783], [0.2665, -0.7594, 0.3238], [1.3800, -1.3464, 0.4531], [2.8673, -0.4158, 0.6036], [3.9161, -1.8074, 0.1204], [3.3566, -3.0478, 0.7951], [1.5696, -3.1019, 0.4902], [-1.4031, -3.1633, 0.4670], [-4.5031, -4.7798, 0.2567], [-6.5903, -3.5376, -0.2360], [-6.5129, -1.0791, -0.5946], [-4.3219, 0.0934, -0.4489], [4.9308, -1.5920, 0.4542], [3.9085, -1.9156, -0.9641], [3.5440, -3.0188, 1.8682], [3.7904, -3.9577, 0.3800]],
  "nbo_charge": [1.28, -0.66, 0.75, -0.76, 0.11, -0.22, -0.17, -0.22, 0.12, -0.47, 0.75, -0.66, -0.76, 0.24, 0.21, 0.24, -0.71, 0.43, -0.31, -0.19, -0.28, -0.14, -0.23, 0.62, -0.75, -0.51, -0.37, -0.06, 0.29, -0.54, -0.54, 0.26, 0.51, 0.21, 0.20, 0.20, 0.23, 0.23, 0.22, 0.22, 0.23]
}



{
  "formula": "C17H12FNO9",
  "method": "wB97M-V/def2-TZVPD",
  "de_lowest_ev": 0.000,
  "orbital_gap_ev": 8.49,
  "homo_ev": -10.5,
  "smiles": "N#COC1=CC(=O)c2ccc(F)cc2C1=O.O=C1OCCO1.O=C1OCCO1",
  "mol_weight_g_mol": 393.3,
  "species": ["N", "C", "O", "C", "C", "C", "O", "C", "C", "C", "C", "F", "C", "C", "C", "O", "H", "H", "H", "H", "O", "C", "O", "C", "C", "O", "H", "H", "H", "H", "O", "C", "O", "C", "C", "O", "H", "H", "H", "H"],
  "xyz": [[-0.9589, -2.4617, 1.7506], [-0.9391, -1.9177, 0.7209], [-1.1950, -1.1523, -0.3187], [-2.5168, -0.6414, -0.2059], [-2.7354, 0.4819, 0.4632], [-4.1524, 1.0041, 0.6155], [-4.3312, 2.1190, 1.0435], [-5.2741, 0.0603, 0.2336], [-6.5907, 0.3861, 0.5646], [-7.6404, -0.4605, 0.2025], [-7.3712, -1.6416, -0.4779], [-8.3554, -2.4772, -0.8310], [-6.0640, -1.9870, -0.8320], [-5.0245, -1.1347, -0.4860], [-3.5987, -1.4673, -0.8760], [-3.3358, -2.3511, -1.6557], [-1.8619, 0.9922, 0.8847], [-6.7776, 1.3232, 1.0954], [-8.6537, -0.1442, 0.4679], [-5.9124, -2.9114, -1.3950], [5.6441, 0.2406, 1.4031], [4.6802, -0.4114, 1.6436], [3.4718, -0.2428, 1.0453], [2.6469, -1.3463, 1.4242], [3.2739, -1.7987, 2.7173], [4.6413, -1.4191, 2.5492], [1.6125, -1.0345, 1.5471], [2.6981, -2.1096, 0.6445], [2.8662, -1.2775, 3.5859], [3.1842, -2.8710, 2.8755], [6.8809, 4.0426, -4.0948], [6.4283, 3.4319, -3.1831], [7.1524, 2.9638, -2.1344], [6.2305, 2.4924, -1.1486], [5.0012, 2.1892, -1.9639], [5.1138, 3.1076, -3.0524], [6.6207, 1.6159, -0.6377], [6.0623, 3.2845, -0.4158], [5.0012, 1.1705, -2.3585], [4.0790, 2.3533, -1.4107]],
  "nbo_charge": [-0.38, 0.53, -0.46, 0.23, -0.25, 0.54, -0.48, -0.15, -0.13, -0.26, 0.42, -0.30, -0.22, -0.10, 0.50, -0.47, 0.25, 0.25, 0.24, 0.26, -0.58, 0.97, -0.49, -0.10, -0.10, -0.48, 0.21, 0.19, 0.19, 0.21, -0.57, 0.96, -0.49, -0.10, -0.10, -0.49, 0.22, 0.18, 0.18, 0.20]
}



Number 1: E -3111.83182 Eh. Number 2: E -1486.75437 Eh.